The following is a DFT calculation (ωB97M-V with the def2-TZVPD basis set) of a 2-piece molecular cluster, C35H34N overall in a non-equilibrium geometry.

energy: -38329.666 eV
maximum force: 1.88 eV/A
total charge: +1
Kohn-Sham gap: 3.93 eV

Atoms and positions in Å:
C: 3.44 4.75 3.71
C: 3.12 3.39 3.85
C: 2.67 2.65 2.76
C: 2.36 3.29 1.54
C: 1.82 2.55 0.41
C: 2.10 1.17 0.28
C: 1.57 0.31 -0.66
C: 2.10 -1.00 -0.97
C: 1.62 -1.73 -2.09
C: 2.18 -2.97 -2.41
C: 3.21 -3.51 -1.61
C: 3.68 -2.80 -0.51
C: 3.15 -1.55 -0.19
C: 1.00 3.24 -0.58
C: 1.13 2.99 -1.97
C: 0.33 3.68 -2.88
C: -0.69 4.52 -2.43
C: -0.87 4.73 -1.05
C: 0.03 4.17 -0.14
C: 2.63 4.68 1.42
C: 3.22 5.38 2.47
H: 3.85 5.31 4.54
H: 3.25 2.89 4.82
H: 2.51 1.57 2.87
H: 2.82 0.78 0.99
H: 0.73 0.63 -1.29
H: 0.83 -1.30 -2.71
H: 1.83 -3.51 -3.29
H: 3.63 -4.49 -1.86
H: 4.48 -3.21 0.11
H: 3.55 -0.99 0.66
H: 1.88 2.27 -2.32
H: 0.50 3.54 -3.95
H: -1.36 5.00 -3.14
H: -1.70 5.32 -0.68
H: -0.03 4.43 0.92
H: 2.39 5.20 0.49
H: 3.50 6.42 2.33
C: -1.72 -5.59 -0.26
C: -1.92 -5.67 1.26
C: -2.00 -4.22 1.77
N: -2.05 -3.38 0.60
C: -2.12 -2.01 0.71
C: -1.79 -1.35 1.88
C: -1.83 0.13 1.99
C: -1.56 0.81 0.63
C: -2.30 0.17 -0.50
C: -2.64 -1.20 -0.42
C: -3.56 -1.73 -1.33
C: -3.93 -0.99 -2.46
C: -3.48 0.33 -2.62
C: -2.67 0.91 -1.63
C: -1.78 -4.11 -0.65
H: -0.75 -6.01 -0.56
H: -2.51 -6.15 -0.78
H: -2.85 -6.20 1.48
H: -1.10 -6.18 1.76
H: -2.89 -4.08 2.41
H: -1.13 -3.96 2.39
H: -1.58 -1.91 2.78
H: -2.81 0.48 2.36
H: -1.10 0.47 2.73
H: -1.78 1.88 0.69
H: -0.49 0.74 0.40
H: -4.01 -2.71 -1.14
H: -4.59 -1.44 -3.20
H: -3.78 0.91 -3.49
H: -2.33 1.95 -1.73
H: -0.83 -3.79 -1.12
H: -2.57 -3.92 -1.40